The following is a DFT calculation (the ωB97M-V functional and the def2-TZVPD basis) of a gas-phase ion, C5H7N2 (charge +1) in a non-equilibrium geometry.

E_tot in eV: -8267.6435
F_max in eV Å⁻¹: 6.88
Orbital gap (alpha / beta) in eV: 8.36 / 8.36
Charge: +1
Lowest unoccupied orbital energy (alpha / beta) in Ha: -0.23539 / -0.23538
ΔE to the lowest compared entry with this formula, charge and spin in kJ/mol: 495.3
HOMO (alpha / beta) in hartree: -0.5426 / -0.5426

CARTESIAN COORDINATES (ANGSTROEM)
N  1.152  0.234  -0.798
N  -0.467  0.949  0.697
C  0.511  2.605  -0.833
C  0.653  -0.857  -0.270
C  0.323  1.462  -0.193
C  -0.469  -0.376  0.604
C  -1.227  -1.740  1.131
H  -0.426  -2.635  0.883
H  0.077  3.168  -0.075
H  -1.965  -2.014  0.295
H  2.084  0.300  -1.220
H  0.648  -1.988  -0.401
H  -1.804  -1.942  1.980
H  0.910  2.834  -1.800

The following is a DFT calculation (the ωB97M-V functional and the def2-TZVPD basis) of a molecular structure, C41H47BCl3GeN9OPS6SeSn in a non-equilibrium geometry.

Multiplicity: 2
E_tot in eV: -298986.6706
F_max in eV Å⁻¹: 2.12
Orbital gap (alpha / beta) in eV: 5.45 / 4.12
Charge: -2
Lowest unoccupied orbital energy (alpha / beta) in Ha: 0.12524 / 0.07771
ΔE to the lowest compared entry with this formula, charge and spin in kJ/mol: 0.0
HOMO (alpha / beta) in hartree: -0.0750 / -0.0738

CARTESIAN COORDINATES (ANGSTROEM)
Sn  15.010  11.844  12.249
Se  18.559  11.693  9.133
Ge  16.758  7.843  14.147
Cl  18.733  7.521  13.200
Cl  16.117  5.852  14.837
Cl  17.362  9.021  15.953
S  13.496  6.280  9.544
S  11.317  12.177  6.971
S  15.237  8.394  10.770
S  12.400  11.537  10.196
S  14.038  9.923  16.870
S  13.889  9.189  14.018
P  10.957  11.601  8.839
O  15.452  7.632  8.372
N  15.173  13.495  10.482
N  16.580  14.644  12.838
N  20.527  10.819  11.030
N  13.929  14.598  13.176
N  19.453  9.120  10.104
N  15.114  14.841  10.890
N  13.459  13.298  12.928
N  16.736  13.246  12.860
N  14.977  11.473  14.972
C  15.110  11.825  18.626
C  10.355  9.927  8.738
C  9.319  9.658  7.853
C  15.922  13.885  17.635
C  15.652  13.427  16.365
C  17.887  12.979  13.507
C  18.269  11.572  13.788
C  9.641  12.576  9.543
C  8.452  14.663  9.813
C  18.500  8.355  9.299
C  15.082  12.217  8.369
C  7.841  14.167  10.962
C  8.999  12.096  10.678
C  17.637  15.206  13.443
C  9.332  7.320  8.516
C  14.962  15.620  9.804
C  21.091  9.634  11.497
C  12.036  14.306  14.309
C  15.682  13.083  18.752
C  15.125  6.821  7.226
C  13.180  16.562  14.627
C  20.434  8.609  10.939
C  13.085  15.197  14.033
C  15.099  13.496  9.135
C  12.294  13.152  13.615
C  14.762  17.109  9.786
C  19.506  10.518  10.150
C  21.017  12.176  11.270
C  9.376  13.878  9.129
C  14.951  14.792  8.666
C  8.093  12.870  11.386
C  8.807  8.365  7.743
C  15.178  12.120  16.176
C  18.481  14.168  13.889
C  14.405  10.273  15.160
C  17.909  16.685  13.566
C  10.861  8.898  9.527
C  14.707  7.425  9.517
C  14.827  11.370  17.345
C  10.334  7.622  9.414
C  11.502  11.896  13.606
B  15.169  15.241  12.426
H  15.815  14.066  15.496
H  10.475  12.150  13.927
H  8.198  15.656  9.408
H  11.723  9.081  10.212
H  20.614  7.553  11.003
H  14.694  17.450  8.739
H  14.056  11.888  8.154
H  17.781  11.241  14.718
H  14.890  15.090  7.622
H  21.906  9.646  12.232
H  12.276  16.714  15.256
H  9.921  14.264  8.245
H  13.163  17.340  13.875
H  19.343  11.449  13.947
H  15.621  17.582  10.259
H  15.977  13.471  19.737
H  15.208  5.743  7.432
H  18.577  8.698  8.266
H  18.748  7.286  9.388
H  13.852  17.402  10.358
H  15.605  11.478  8.991
H  17.950  10.944  12.964
H  19.432  14.300  14.375
H  7.135  14.802  11.513
H  14.079  16.660  15.234
H  15.818  7.158  6.442
H  11.188  14.477  14.962
H  21.824  12.190  12.013
H  11.465  11.493  12.595
H  17.617  17.200  12.642
H  10.753  6.804  10.010
H  16.356  14.875  17.763
H  15.196  16.420  12.561
H  14.874  11.167  19.484
H  21.356  12.653  10.332
H  7.986  8.166  7.026
H  9.275  11.092  11.030
H  7.636  12.512  12.298
H  14.069  7.021  6.913
H  18.954  16.920  13.793
H  17.455  8.525  9.633
H  8.948  10.499  7.208
H  20.178  12.800  11.644
H  17.307  17.110  14.396
H  11.924  11.155  14.283
H  15.561  12.371  7.405
H  8.914  6.313  8.443